Record 1
DFT (wB97M-V/def2-TZVPD) results for a structure of composition C45H51CuGeN7OP2S2Se2.

Last column: Mulliken spin population.
Element x y z (Å)
1 C -1.226 -4.856 -1.263  0.002
2 N -0.385 1.598 -5.535  0.002
3 C -1.210 6.055 -1.519  -0.001
4 C -5.920 -0.002 -0.083  0.066
5 H 1.473 1.778 0.136  -0.002
6 H -0.148 2.974 -7.044  0.000
7 Se 0.393 -2.063 5.545  0.000
8 H -6.054 1.070 -0.214  0.006
9 H 4.628 -2.286 0.585  0.000
10 C -1.900 3.544 -5.908  0.002
11 C -0.437 0.538 -6.513  0.000
12 C -1.474 6.035 -0.156  0.001
13 C 4.984 1.734 1.737  0.000
14 C -0.952 3.689 -0.099  0.020
15 H -0.925 -7.755 -1.099  0.000
16 H -3.239 -4.709 -1.029  -0.001
17 N -1.062 -0.112 2.770  0.003
18 C 5.612 -0.672 4.366  0.000
19 H -1.314 6.979 -2.078  0.000
20 C 4.412 -3.964 1.898  0.000
21 H 5.433 -4.295 1.760  0.000
22 C 3.136 2.956 0.812  0.000
23 H -6.165 0.156 -3.542  -0.001
24 H -1.820 -0.778 -7.526  0.000
25 C 3.540 -4.699 2.693  0.000
26 H 0.769 -2.799 2.359  0.000
27 N -0.468 -5.830 -1.865  0.000
28 C -2.632 -6.610 -1.854  0.000
29 C -6.023 -0.839 -3.122  0.021
30 P 0.998 -0.477 4.271  0.000
31 H -2.347 -0.242 -5.925  0.015
32 C -0.351 1.316 -4.188  0.011
33 H -5.503 -3.124 -0.848  0.000
34 H 0.187 3.590 -5.420  0.000
35 H -5.574 -1.465 -3.892  -0.003
36 N -2.487 -5.382 -1.104  -0.001
37 C -1.851 0.071 -6.841  -0.013
38 H -1.785 6.938 0.350  0.000
39 H -1.904 4.592 -6.213  0.000
40 C 3.601 0.643 4.478  0.000
41 C 2.443 1.774 0.624  0.000
42 C 1.792 -3.120 2.225  0.000
43 C -0.036 3.745 5.774  0.000
44 H -0.879 2.747 0.428  0.005
45 H 1.538 -4.853 3.447  0.000
46 C -1.173 -7.088 -1.936  0.000
47 C -3.197 0.200 -1.838  0.920
48 N -0.389 2.434 -3.449  -0.007
49 C 0.110 1.378 6.170  0.000
50 H 2.683 3.889 0.506  0.000
51 H 5.972 1.715 2.178  0.000
52 N -0.636 -0.342 0.663  0.020
53 C -0.829 4.894 -2.171  -0.002
54 H -3.939 -2.690 -0.128  -0.002
55 C 3.475 -1.713 4.032  0.000
56 H 3.882 -5.604 3.179  0.000
57 C -4.542 -2.639 -1.031  0.033
58 H -0.581 2.796 7.618  0.000
59 C 4.982 0.547 4.566  0.000
60 H 3.133 1.603 4.631  0.000
61 H -4.021 -3.177 -1.824  -0.015
62 H 0.544 4.402 3.808  0.000
63 H 6.691 -0.742 4.425  0.000
64 H 2.881 -2.614 3.882  0.000
65 H -2.439 0.861 -7.308  0.000
66 H 4.733 -0.385 1.889  0.000
67 H -6.899 -0.479 -0.034  -0.004
68 H -2.602 3.002 -6.539  0.000
69 C -1.354 4.844 0.550  0.000
70 C 3.017 0.561 1.010  -0.001
71 O 0.220 1.535 -1.376  -0.016
72 H -3.272 -7.323 -1.332  0.000
73 N -1.569 -0.068 1.565  0.005
74 Ge -4.809 -0.747 -1.548  -0.040
75 H -0.026 0.513 6.805  0.000
76 H -6.997 -1.253 -2.863  0.000
77 Se 2.314 -1.192 -1.550  0.002
78 H 5.563 1.434 4.780  0.000
79 S -0.374 -0.299 -3.691  -0.003
80 H 0.065 0.898 -7.420  0.000
81 C -0.198 2.656 6.615  0.000
82 H -0.638 4.882 -3.237  0.000
83 C 2.833 -0.486 4.207  0.000
84 H -0.285 4.740 6.122  0.000
85 H 0.531 -5.758 -1.770  0.000
86 Cu -1.353 0.080 -1.244  -0.052
87 H -1.590 4.809 1.606  0.000
88 H -5.401 -0.161 0.860  -0.009
89 C 3.971 -2.822 1.258  0.000
90 C 4.853 -1.802 4.091  0.000
91 C 0.583 1.192 4.881  0.000
92 H 5.330 -2.761 3.937  0.000
93 H 4.956 3.863 1.503  0.000
94 C 2.665 -2.370 1.444  0.000
95 C 0.731 2.288 4.029  0.000
96 H 0.132 -0.306 -6.118  0.003
97 C -0.243 2.423 -2.127  0.011
98 H -3.042 -6.436 -2.857  0.000
99 S -0.747 -3.349 -0.851  -0.002
100 C 2.230 -4.283 2.844  0.000
101 C -0.492 2.965 -6.004  -0.001
102 C 0.497 -0.592 1.301  -0.011
103 C 4.411 2.938 1.365  0.000
104 C -0.682 3.708 -1.465  -0.008
105 C 0.432 3.560 4.477  0.000
106 C 4.287 0.545 1.568  0.000
107 H -0.968 -7.609 -2.873  0.000
108 P 2.071 -0.917 0.514  0.002
109 H 1.063 2.139 3.007  0.000
110 H -2.240 3.481 -4.878  0.000
111 H -3.426 1.084 -2.454  0.041
112 C 0.241 -0.444 2.650  0.004

Computed properties:
**Highest occupied orbital energy (spin up / spin down)**: -0.769 / -0.919 eV
**E**: -12203.28185 a.u.
**<S²>**: 0.7552
**Charge**: -2
**Multiplicity**: 2
**ΔE to the lowest compared entry with this formula, charge and spin**: 19.3 kcal per mole
**HOMO-LUMO gap (spin up / spin down)**: 0.1716 / 0.1770 Eh
**Lowest unoccupied orbital energy (spin up / spin down)**: 3.899 / 3.898 eV

=====

Record 2
DFT (wB97M-V/def2-TZVPD) results for a structure of composition C45H52N6O3PdS.

Last column: Mulliken charge in e.
Element x y z (Å)
1 C 2.413 -1.822 5.175  -1.274
2 C -2.887 2.039 1.515  -0.489
3 H 3.385 1.666 -5.185  0.270
4 H 3.032 -2.289 5.933  0.331
5 H 4.496 -1.427 1.894  0.391
6 C -0.160 -4.237 2.566  -1.970
7 H 2.258 -3.147 1.023  -0.430
8 H 4.607 -2.660 -0.859  0.265
9 H -3.265 3.035 -1.691  0.483
10 H 3.194 0.124 5.541  0.250
11 C 1.293 -0.974 -5.102  -0.540
12 H 1.117 -1.904 -5.625  0.267
13 H -2.545 -2.956 2.985  0.394
14 H 1.950 4.792 -3.166  0.407
15 H 3.838 1.524 2.944  0.345
16 H 0.655 -3.309 -3.486  0.404
17 H -1.885 -1.479 3.697  0.318
18 C 0.514 -0.635 -4.015  0.764
19 C -0.982 0.788 2.549  -0.497
20 O -1.436 1.030 3.684  -0.899
21 H 5.203 -0.789 0.404  0.329
22 H 3.195 0.459 0.152  0.669
23 N -2.918 -3.886 -0.647  0.610
24 C -0.350 -3.013 -3.778  -1.999
25 C -1.941 -1.096 -4.020  -1.586
26 H -2.098 -0.039 -3.822  0.361
27 C 1.833 1.652 3.753  0.867
28 C 2.171 2.638 -2.949  1.098
29 C -3.792 -2.851 -0.402  -1.094
30 H 0.041 2.092 4.846  0.348
31 H 3.868 3.510 -1.917  0.431
32 Pd 0.130 -0.376 -0.225  -0.804
33 C 4.340 -1.315 0.817  -0.796
34 H 1.140 3.477 4.707  0.434
35 C -1.608 1.972 -0.882  0.117
36 H -0.503 -2.263 1.786  -1.350
37 H -3.350 -0.748 0.092  0.401
38 H 0.777 -4.423 2.045  0.198
39 H -1.065 -3.612 -3.216  0.322
40 C -4.782 -7.061 -0.927  -0.955
41 C -0.893 1.896 -2.211  -0.479
42 H -2.005 -1.264 -5.097  0.346
43 C 0.750 0.586 -3.346  -1.051
44 H 3.308 3.168 3.324  0.445
45 N -4.244 -10.415 -1.819  -0.605
46 H -0.585 -1.389 -2.385  -1.834
47 N 0.022 -0.017 2.258  2.104
48 C -3.790 -7.938 -1.431  0.382
49 H 1.411 -3.632 4.662  0.304
50 C 3.662 2.696 -2.614  -1.791
51 H -4.857 -2.968 -0.432  0.525
52 H 0.642 3.825 -3.871  0.348
53 C 1.084 2.400 4.858  -1.647
54 H 3.784 2.080 4.625  0.329
55 N -1.717 -2.065 -0.243  1.884
56 C 3.050 -0.543 0.552  0.463
57 S 2.060 -1.458 -0.684  0.933
58 H -0.763 -3.897 -0.664  0.405
59 H -1.736 -8.051 -2.083  0.432
60 C -1.672 -3.343 -0.538  -1.474
61 C 3.284 2.131 3.658  -1.650
62 C -3.496 2.639 0.426  -0.636
63 C 2.737 -3.014 0.056  -0.400
64 H -5.773 -7.448 -0.728  0.424
65 H -2.733 -1.665 -3.534  0.327
66 H -5.266 -5.105 -0.267  0.334
67 C 4.212 -2.699 0.159  -0.757
68 H -1.253 -5.700 -1.686  0.385
69 C 1.501 -2.574 4.451  -0.597
70 H 2.521 -3.849 -0.607  0.544
71 C -2.845 2.601 -0.795  -0.557
72 H -1.650 -3.029 4.515  0.365
73 H 1.616 2.592 -2.005  -0.052
74 C -0.575 -1.533 -3.484  3.918
75 C -2.506 -7.400 -1.692  -1.012
76 C -0.398 -2.742 2.773  2.782
77 C -4.500 -5.745 -0.682  -0.497
78 C 2.507 -0.462 4.945  -0.497
79 C 2.312 -0.141 -5.534  -1.532
80 C -1.649 1.425 1.353  -0.027
81 C -1.707 -2.538 3.541  -1.690
82 C -3.031 -1.743 -0.156  -1.415
83 H 2.911 -0.417 -6.394  0.294
84 H -0.143 -4.780 3.512  0.510
85 H 4.767 -3.459 0.719  0.419
86 C 1.718 3.880 -3.716  -1.618
87 C 0.688 -1.987 3.499  0.796
88 H 4.262 2.860 -3.508  0.386
89 C 2.576 1.029 -4.847  -0.314
90 H 3.971 1.757 -2.160  0.330
91 C 1.722 0.163 3.989  1.617
92 H 1.510 2.163 5.831  0.337
93 H -4.461 3.119 0.529  0.355
94 N -1.024 1.411 0.178  -0.010
95 H -3.335 2.026 2.497  0.498
96 O -1.206 2.676 -3.129  -0.891
97 C -3.218 -5.218 -0.927  1.086
98 H -0.493 -3.232 -4.837  0.515
99 C 1.830 1.397 -3.742  0.532
100 C -4.044 -9.284 -1.644  0.161
101 C 0.788 -0.598 3.252  -1.620
102 N -0.028 0.904 -2.256  1.996
103 H 1.345 1.869 2.797  0.002
104 H -0.965 -4.649 1.959  0.457
105 H 2.214 3.923 -4.686  0.326
106 O 2.780 -1.346 -1.953  -0.837
107 H 2.422 -0.493 1.442  -1.525
108 C -2.236 -6.082 -1.458  0.029

Computed properties:
**Highest occupied orbital energy**: 0.328 eV
**E**: -2826.35245 a.u.
**Charge**: -2
**ΔE to the lowest compared entry with this formula, charge and spin**: 0.0 kcal per mole
**HOMO-LUMO gap**: 0.0995 Eh
**Lowest unoccupied orbital energy**: 3.036 eV